(1)
The following is a quantum chemistry calculation of a structure of composition C45H129BeF3O43 in a non-equilibrium geometry, from OMol25.

Calculated values
- Total charge: 0
- Frontier orbital gap: 7.4448 eV
- E_tot: -5340.84787 Eh

Atoms and positions in Å:
Be1 -3.1464 2.5147 -0.7472
C1 -0.1234 0.6957 -1.4562
O1 -0.5456 0.3363 -0.1412
O2 -1.2785 1.1163 -2.0573
C2 1.0869 1.7214 -1.1345
F1 0.9756 2.6414 -0.1651
F2 2.2128 1.0326 -0.8119
F3 1.4049 2.5000 -2.1693
C3 -0.2464 -1.1332 0.1106
C4 1.2016 -1.6286 0.3149
H1 1.8550 -0.7865 0.5431
H2 1.3741 -2.3767 1.0886
H3 1.5183 -2.0084 -0.6564
H4 -1.0243 -1.7313 -0.3638
H5 -0.6011 -1.2057 1.1387
H6 0.4186 -0.0017 -2.0948
C5 -6.5559 1.3234 -1.6183
O3 -5.2024 1.7119 -2.0883
H7 -7.3433 1.7517 -2.2384
H8 -6.6014 0.2361 -1.5565
H9 -6.7569 1.6592 -0.6009
C6 -5.4699 -1.3370 1.1996
C7 -3.9714 -0.7850 1.5158
O4 -3.4759 -0.1337 0.4710
O5 -5.5665 -2.3410 0.1675
H10 -5.8970 -0.4350 0.7613
H11 -6.0809 -1.6571 2.0435
H12 -3.1807 -1.5124 1.6997
H13 -4.1904 -0.1217 2.3526
H14 -3.4505 -0.8004 -0.2192
H15 -5.4342 -1.9111 -0.6806
C8 6.7903 1.2526 -0.8728
C9 6.0568 0.4701 0.1224
O6 5.9362 -0.9224 -0.1034
O7 6.4370 0.9313 -2.2250
H16 7.8502 1.0899 -0.6772
H17 6.8263 2.3314 -0.7207
H18 5.0157 0.7841 0.0468
H19 6.5185 0.4429 1.1094
H20 5.7920 -1.3039 0.7657
H21 5.9176 0.1340 -2.3521
C10 0.9657 -7.5716 -1.7758
C11 1.0223 -8.6727 -2.8193
O8 2.2015 -8.7796 -3.4925
O9 1.2822 -6.4181 -2.4954
H22 1.6622 -7.7366 -0.9538
H23 -0.0418 -7.4196 -1.3885
H24 0.1132 -8.7644 -3.4135
H25 0.9059 -9.6259 -2.3036
H26 2.0052 -9.4638 -4.1366
H27 1.8550 -6.5819 -3.2481
C12 -0.1593 -3.5852 3.7466
C13 0.5222 -4.1224 4.9746
O10 1.7939 -3.5052 5.1772
O11 -1.5986 -3.6753 3.7306
H28 0.0970 -3.9669 2.7583
H29 0.0178 -2.5165 3.6257
H30 0.7165 -5.1948 4.9591
H31 -0.1059 -4.1007 5.8651
H32 2.0409 -3.6222 6.0975
H33 -1.8556 -4.1945 2.9651
C14 -3.9411 -1.4689 -3.5544
C15 -3.7523 -0.4585 -4.6786
O12 -4.8560 0.2835 -4.8416
O13 -4.1658 -0.9276 -2.2343
H34 -3.1008 -2.1601 -3.4902
H35 -4.8121 -2.1103 -3.6886
H36 -3.4954 -1.1081 -5.5153
H37 -2.8259 0.0983 -4.5374
H38 -5.1444 0.7566 -4.0576
H39 -4.9340 -0.3612 -2.3375
C16 2.1073 6.7569 1.1639
C17 3.5124 6.3541 1.5231
O14 4.3537 6.3998 0.4008
O15 1.6821 5.8987 0.1584
H40 2.2223 7.7276 0.6816
H41 1.4618 7.0168 2.0029
H42 3.4128 5.2935 1.7539
H43 3.9260 6.7149 2.4648
H44 4.2978 5.6500 -0.1961
H45 2.1800 5.8821 -0.6622
C18 -2.2148 5.2287 -2.1896
C19 -0.9546 4.4230 -1.7440
O16 -1.2105 3.9343 -0.4999
O17 -3.2102 4.3684 -2.5672
H46 -1.9571 5.8970 -3.0112
H47 -2.5387 5.7940 -1.3157
H48 -0.1150 5.1157 -1.6855
H49 -0.6682 3.6424 -2.4487
H50 -0.3462 3.6952 -0.1573
H51 -3.7304 4.7756 -3.2637
C20 -3.5107 -2.4601 6.0745
C21 -4.4152 -2.7169 4.8055
O18 -5.7958 -3.1657 5.2448
O19 -4.0912 -1.4874 6.9382
H52 -2.6201 -1.9868 5.6611
H53 -3.1966 -3.3420 6.6328
H54 -4.0084 -3.5930 4.3004
H55 -4.5810 -1.9362 4.0631
H56 -5.9406 -4.1136 5.2914
H57 -4.9849 -1.8335 6.9939
C22 4.6640 -2.1358 3.8088
C23 5.2453 -3.3579 4.5307
O20 6.4812 -3.0595 5.2212
O21 5.3497 -1.7394 2.5932
H58 4.7821 -1.3071 4.5070
H59 3.5893 -2.1951 3.6368
H60 5.4130 -4.0055 3.6701
H61 4.5036 -3.8596 5.1524
H62 7.0016 -3.8475 5.3940
H63 6.1805 -1.4155 2.9487
C24 3.6957 -1.3864 -2.5145
C25 4.7073 -2.5240 -2.7317
O22 6.0389 -2.1805 -2.7411
O23 3.6869 -0.2843 -3.3320
H64 3.7852 -1.0445 -1.4834
H65 2.7148 -1.8618 -2.5076
H66 4.5218 -3.0548 -3.6656
H67 4.3124 -3.2857 -2.0595
H68 6.2798 -1.5028 -2.1052
H69 2.9237 -0.3748 -3.9072
C26 -2.6202 -4.7352 0.4707
C27 -3.9183 -5.2916 -0.2492
O24 -5.0123 -5.0970 0.6596
O25 -2.3528 -5.3168 1.6789
H70 -2.6993 -3.6507 0.5460
H71 -1.7423 -4.8242 -0.1692
H72 -3.7394 -6.3523 -0.4253
H73 -3.8922 -4.6995 -1.1640
H74 -5.2187 -4.1662 0.7715
H75 -2.4622 -6.2652 1.5783
C28 -4.3224 3.0750 -6.9976
C29 -4.3667 3.9726 -8.3140
O26 -4.9194 3.2655 -9.4752
O27 -3.3276 2.1317 -7.1107
H76 -5.2641 2.5272 -6.9624
H77 -4.1176 3.5994 -6.0643
H78 -3.3740 4.2791 -8.6439
H79 -5.0376 4.8279 -8.2338
H80 -4.7493 3.7720 -10.2728
H81 -3.4056 1.4137 -6.4784
C30 -0.8811 5.6098 4.3277
C31 0.6515 5.5988 4.6938
O28 1.0989 4.2586 4.7526
O29 -1.6323 4.6549 5.1610
H82 -0.8954 5.3942 3.2593
H83 -1.3477 6.5934 4.2718
H84 0.7723 6.1020 5.6531
H85 1.3195 6.1142 4.0037
H86 1.1847 4.0384 5.6830
H87 -1.3617 3.7435 5.0278
C32 3.7403 -7.3354 2.9555
C33 4.2730 -7.0485 4.3785
O30 5.2790 -7.8921 4.7522
O31 3.1458 -8.6148 2.8529
H88 4.5831 -7.2858 2.2661
H89 3.0864 -6.5920 2.4996
H90 3.4461 -7.0962 5.0871
H91 4.5850 -6.0064 4.3095
H92 5.1117 -8.8165 4.9500
H93 3.7799 -9.2668 2.5458
C34 0.1613 -0.7620 -5.3269
C35 0.4678 -2.1309 -4.5680
O32 1.6131 -2.7785 -5.1648
O33 0.8244 0.3925 -4.8422
H94 -0.9099 -0.6035 -5.4510
H95 0.5712 -0.8520 -6.3329
H96 -0.3073 -2.8841 -4.7092
H97 0.3515 -2.0283 -3.4891
H98 1.2620 -3.5409 -5.6306
H99 0.2821 0.8461 -4.1927
C36 -2.6106 1.2457 5.9285
C37 -1.2201 1.2092 5.1733
O34 -1.4292 1.8151 3.8193
O35 -2.3542 0.6000 7.2186
H100 -3.3144 0.6905 5.3085
H101 -3.0776 2.2261 6.0230
H102 -0.9149 0.1717 5.0368
H103 -0.6150 1.7307 5.9149
H104 -0.6056 1.8080 3.3262
H105 -3.0977 0.1211 7.5921
C38 -3.8526 3.7641 2.4241
C39 -5.0336 4.2167 1.5243
O36 -4.9949 4.1484 0.0979
O37 -3.5003 2.5396 1.8881
H106 -4.2096 3.8977 3.4453
H107 -3.0560 4.4687 2.1850
H108 -5.1287 5.2925 1.6721
H109 -5.9352 3.7819 1.9559
H110 -5.8284 4.0455 -0.3672
H111 -3.0978 2.1142 2.6488
C40 4.0144 1.6569 3.0400
C41 2.6224 1.5736 2.4111
O38 1.5873 1.9316 3.2686
O39 4.5365 2.9072 2.8202
H112 4.6573 0.9069 2.5792
H113 3.9030 1.5042 4.1135
H114 2.3777 0.6395 1.9053
H115 2.5754 2.1854 1.5103
H116 1.5285 2.8734 3.4451
H117 5.4961 2.9152 2.8476
C42 -0.6163 3.6592 -5.2384
C43 -0.1400 2.6867 -6.4632
O40 -0.5517 3.0672 -7.6471
O41 0.3619 4.5205 -4.6773
H118 -0.8906 2.9476 -4.4596
H119 -1.4451 4.2310 -5.6558
H120 -0.5359 1.6740 -6.3857
H121 0.9482 2.6474 -6.4166
H122 -1.4983 2.9086 -7.6683
H123 1.1711 4.0051 -4.7101
C44 4.5864 3.9269 -3.4657
C45 3.6918 4.6443 -2.3407
O42 3.6130 3.9328 -1.1242
O43 3.8913 2.8358 -4.0852
H124 5.5184 3.5455 -3.0484
H125 4.8684 4.7393 -4.1354
H126 2.6363 4.6776 -2.6106
H127 4.0547 5.6636 -2.2086
H128 2.8858 3.3106 -1.1987
H129 3.9142 2.0373 -3.5529

(2)
The following is a quantum chemistry calculation of an isolated molecule of C3H4N2O, from OMol25.

Calculated values
- Total charge: 0
- Frontier orbital gap (alpha / beta): 8.1203 / 8.1170 eV
- E_tot: -301.32233 Eh

Atoms and positions in Å:
O1 1.7601 -1.3076 0.0467
C1 0.6170 -0.5741 0.0899
C2 -0.4849 -0.6152 0.8924
C3 -1.2315 0.5350 0.3248
N1 -0.5485 1.1228 -0.8375
N2 0.5094 0.4229 -0.8750
H1 1.6654 -1.9335 0.7787
H2 -1.2046 1.3249 1.0962
H3 -2.2909 0.3988 0.0723
H4 1.2086 0.6260 -1.5886

(3)
The following is a quantum chemistry calculation of an isolated molecule of C6H6, from OMol25.

Calculated values
- Total charge: 0
- Frontier orbital gap (alpha / beta): 7.4976 / 7.4832 eV
- E_tot: -231.99740 Eh

Atoms and positions in Å:
C1 2.6283 0.8813 0.3901
C2 1.5060 0.5808 0.7076
C3 0.1334 0.1706 1.0262
C4 -0.3153 -0.8402 0.0103
C5 -1.3066 -0.6575 -0.9011
C6 -1.9931 0.6035 -0.9284
H1 3.6206 1.1594 0.1118
H2 -0.5492 1.0255 1.0106
H3 0.1168 -0.2906 2.0233
H4 -1.4825 -1.4803 -1.6011
H5 0.2585 -1.7687 -0.0028
H6 -2.6169 0.6161 -1.8465

(4)
The following is a quantum chemistry calculation of an isolated molecule of C8H12P2 in a non-equilibrium geometry, from OMol25.

Calculated values
- Total charge: 0
- Frontier orbital gap (alpha / beta): 7.3505 / 6.7654 eV
- E_tot: -994.44314 Eh

Atoms and positions in Å:
C1 -1.7661 -2.3123 -0.0520
C2 -0.7262 -2.0071 0.5057
C3 1.5298 -1.0430 0.0440
C4 1.4878 -0.2885 -1.1369
C5 0.0146 1.6452 -0.1848
C6 0.5278 -1.5517 0.8857
C7 0.3956 0.6215 -1.4769
C8 -0.5784 1.1046 1.0476
P1 -1.2750 -0.2130 -2.0783
P2 0.3421 1.4990 2.5644
H1 -2.5478 -2.6659 -0.6522
H2 2.5915 -1.3237 0.3716
H3 2.4151 -0.1325 -1.5300
H4 0.9748 2.0735 0.1974
H5 -0.8071 2.1841 -0.6754
H6 0.7975 -1.8779 1.7920
H7 0.7750 1.1065 -2.3603
H8 -1.4796 0.7014 1.0829
H9 -1.4270 0.6226 -3.1646
H10 -2.1095 0.5162 -1.0983
H11 1.3258 0.5588 2.5512
H12 -0.4607 0.7821 3.3672

What did the fourth record say?
The following is a quantum chemistry calculation of an isolated molecule of C8H12P2 in a non-equilibrium geometry, from OMol25.

Calculated values
- Total charge: 0
- Frontier orbital gap (alpha / beta): 7.3505 / 6.7654 eV
- E_tot: -994.44314 Eh

Atoms and positions in Å:
C1 -1.7661 -2.3123 -0.0520
C2 -0.7262 -2.0071 0.5057
C3 1.5298 -1.0430 0.0440
C4 1.4878 -0.2885 -1.1369
C5 0.0146 1.6452 -0.1848
C6 0.5278 -1.5517 0.8857
C7 0.3956 0.6215 -1.4769
C8 -0.5784 1.1046 1.0476
P1 -1.2750 -0.2130 -2.0783
P2 0.3421 1.4990 2.5644
H1 -2.5478 -2.6659 -0.6522
H2 2.5915 -1.3237 0.3716
H3 2.4151 -0.1325 -1.5300
H4 0.9748 2.0735 0.1974
H5 -0.8071 2.1841 -0.6754
H6 0.7975 -1.8779 1.7920
H7 0.7750 1.1065 -2.3603
H8 -1.4796 0.7014 1.0829
H9 -1.4270 0.6226 -3.1646
H10 -2.1095 0.5162 -1.0983
H11 1.3258 0.5588 2.5512
H12 -0.4607 0.7821 3.3672

What did the third record say?
The following is a quantum chemistry calculation of an isolated molecule of C6H6, from OMol25.

Calculated values
- Total charge: 0
- Frontier orbital gap (alpha / beta): 7.4976 / 7.4832 eV
- E_tot: -231.99740 Eh

Atoms and positions in Å:
C1 2.6283 0.8813 0.3901
C2 1.5060 0.5808 0.7076
C3 0.1334 0.1706 1.0262
C4 -0.3153 -0.8402 0.0103
C5 -1.3066 -0.6575 -0.9011
C6 -1.9931 0.6035 -0.9284
H1 3.6206 1.1594 0.1118
H2 -0.5492 1.0255 1.0106
H3 0.1168 -0.2906 2.0233
H4 -1.4825 -1.4803 -1.6011
H5 0.2585 -1.7687 -0.0028
H6 -2.6169 0.6161 -1.8465